The following is a quantum chemistry calculation of a structure of composition C19H48BeO21S6, from the Open Molecules 2025 dataset.

XYZ file:
```
95
Properties=species:S:1:pos:R:3
Be -0.814 -0.579 -0.298
C -1.778 0.899 -2.181
O -2.443 1.421 -3.115
O -2.450 0.371 -1.168
O -0.520 0.765 -2.171
O 1.533 -1.849 -0.813
S 2.610 -2.732 -1.157
O 2.316 -4.118 -1.364
O 3.350 -2.118 -2.465
C 3.077 -0.779 -2.874
C 4.354 0.030 -3.011
C 3.912 -2.588 0.047
H 2.342 -0.257 -2.259
H 2.592 -0.745 -3.853
H 4.116 1.065 -3.249
H 4.777 -0.425 -3.909
H 5.010 -0.040 -2.146
H 3.866 -1.554 0.384
H 4.857 -2.674 -0.490
H 3.880 -3.375 0.793
O -3.056 -3.384 -2.773
S -1.911 -2.616 -3.164
O -0.997 -2.097 -2.179
O -1.069 -3.527 -4.171
C 0.102 -2.947 -4.752
C 1.230 -3.994 -4.828
C -2.482 -1.277 -4.219
H 0.463 -2.070 -4.210
H -0.104 -2.553 -5.749
H 1.817 -3.899 -5.741
H 0.854 -5.010 -4.705
H 1.966 -3.925 -4.025
H -2.973 -1.710 -5.088
H -1.585 -0.739 -4.514
H -3.184 -0.729 -3.594
O 0.727 1.304 0.342
S 2.035 1.872 0.395
O 3.163 1.169 -0.164
O 1.971 3.414 -0.071
C 2.995 3.900 -1.006
C 2.887 5.416 -0.933
C 2.420 2.163 2.145
H 2.704 3.521 -1.982
H 3.945 3.582 -0.581
H 3.578 5.770 -1.702
H 3.051 5.771 0.081
H 1.920 5.752 -1.309
H 3.400 2.628 2.290
H 2.532 1.262 2.742
H 1.733 2.925 2.506
O 1.004 -0.320 3.889
S 1.032 -1.426 2.987
O 0.327 -1.399 1.740
O 2.612 -1.777 2.684
C 3.415 -1.836 3.884
C 4.711 -2.626 3.752
C 0.597 -2.979 3.781
H 2.863 -2.042 4.802
H 3.670 -0.796 4.117
H 5.270 -2.463 2.833
H 4.462 -3.687 3.839
H 5.382 -2.460 4.594
H 0.859 -2.952 4.836
H 1.097 -3.800 3.275
H -0.481 -3.103 3.687
O -1.920 0.625 1.677
S -2.323 1.943 2.051
O -2.949 2.125 3.327
O -1.007 2.950 1.999
C -1.255 4.258 2.529
C -0.146 5.165 2.017
C -3.345 2.697 0.730
H -1.325 4.366 3.612
H -2.212 4.592 2.120
H 0.845 5.040 2.460
H -0.390 6.223 2.118
H 0.077 4.988 0.963
H -4.104 3.268 1.265
H -3.899 1.852 0.323
H -2.771 3.241 -0.011
O -2.922 -1.676 0.563
S -4.346 -1.721 0.614
O -5.064 -2.751 1.315
O -4.864 -0.284 1.246
C -6.252 -0.218 1.585
C -6.277 0.886 2.659
C -5.089 -1.721 -1.027
H -6.713 -1.138 1.941
H -6.906 0.132 0.781
H -7.320 1.187 2.762
H -5.633 1.733 2.428
H -5.863 0.562 3.614
H -4.493 -1.133 -1.725
H -6.146 -1.498 -0.927
H -4.929 -2.712 -1.456
```

Computed properties:
2S+1   1
Orbital gap   6.742 eV
F_max   4.624 eV/A

=====

The following is a quantum chemistry calculation of a cluster of 2 separate species, C4H4F2NO3 in total, from the Open Molecules 2025 dataset.

XYZ file:
```
14
Properties=species:S:1:pos:R:3
C 0.781 -0.890 1.927
C -0.819 -0.308 -1.347
C -1.494 0.881 -0.714
C 1.677 -0.165 0.770
N 0.401 0.452 -1.397
O 0.056 -0.131 2.523
O 1.108 -2.061 2.062
O -0.337 1.633 -1.038
F 2.718 -0.734 0.231
F 2.117 1.076 1.111
H -0.933 -1.252 -0.717
H -1.302 -0.644 -2.414
H -2.290 1.274 -1.333
H -1.682 0.871 0.335
```

Computed properties:
Charge   -1
2S+1   1
Orbital gap (alpha / beta)   7.017 / 8.572 eV
F_max   4.008 eV/A

=====

The following is a quantum chemistry calculation of a cluster of 11 separate species, C16H48N21O15P2 in total, from the Open Molecules 2025 dataset.

XYZ file:
```
102
Properties=species:S:1:pos:R:3
O -1.477 -1.423 -2.995
C -0.458 -0.783 -3.338
O -0.438 0.100 -4.474
C 0.869 -1.029 -2.473
C 1.035 -0.672 -0.978
C 2.401 -1.013 -0.291
N 3.501 -1.654 -0.994
C 3.371 -2.005 -2.384
P 4.751 -2.899 -3.368
P 3.853 -4.892 -3.708
O 2.381 -4.732 -4.184
O 4.702 -5.795 -4.869
O 3.743 -5.683 -2.166
C 2.065 -1.710 -3.193
H 0.112 -0.291 -5.196
H 0.172 -0.196 -0.395
H 2.497 -0.762 0.823
H 4.363 -1.853 -0.464
H 4.970 -2.229 -4.629
H 4.848 -6.685 -4.442
H 2.812 -5.995 -2.064
H 2.007 -2.012 -4.288
C -1.922 2.455 -0.081
O -0.802 2.293 -0.562
N -2.206 3.440 0.793
N -2.973 1.655 -0.387
H -3.117 3.585 1.195
H -1.454 4.059 1.049
H -2.806 0.904 -1.038
H -3.895 1.771 -0.003
C 1.891 0.245 3.946
O 2.595 -0.071 2.990
N 1.095 1.343 3.935
N 1.850 -0.471 5.088
H 0.514 1.620 4.704
H 1.099 1.905 3.098
H 2.429 -1.293 5.135
H 1.284 -0.230 5.879
C -4.106 2.018 3.863
O -3.648 2.510 2.839
N -3.321 1.480 4.830
N -5.432 1.968 4.115
H -3.677 1.072 5.676
H -2.327 1.499 4.677
H -6.048 2.357 3.417
H -5.828 1.568 4.948
C -0.056 4.154 -4.378
O 0.140 5.163 -3.720
N -0.370 2.962 -3.815
N 0.024 4.138 -5.734
H -0.535 2.119 -4.340
H -0.439 2.933 -2.808
H 0.255 5.006 -6.190
H -0.134 3.320 -6.293
C -6.869 5.808 5.663
O -7.875 5.376 6.206
N -6.023 5.019 4.957
N -6.512 7.115 5.719
H -5.192 5.354 4.503
H -6.255 4.040 4.892
H -7.116 7.734 6.235
H -5.691 7.490 5.280
C -6.205 -0.608 1.914
O -6.697 0.509 1.960
N -6.912 -1.702 1.539
N -4.909 -0.851 2.232
H -6.527 -2.628 1.494
H -7.879 -1.562 1.294
H -4.349 -0.062 2.515
H -4.486 -1.761 2.200
C 4.930 -1.190 6.719
O 3.743 -0.894 6.780
N 5.540 -1.960 7.652
N 5.735 -0.773 5.712
H 6.511 -2.213 7.620
H 4.974 -2.289 8.417
H 5.317 -0.198 4.998
H 6.709 -1.004 5.643
C 6.149 -8.938 -2.334
O 7.033 -8.212 -1.910
N 4.835 -8.597 -2.285
N 6.400 -10.148 -2.891
H 4.093 -9.180 -2.628
H 4.607 -7.701 -1.878
H 7.364 -10.437 -2.946
H 5.688 -10.760 -3.245
C 5.982 -0.592 -6.950
O 5.107 -1.110 -6.262
N 7.045 0.052 -6.416
N 5.958 -0.622 -8.301
H 7.771 0.481 -6.961
H 7.099 0.095 -5.411
H 5.181 -1.093 -8.737
H 6.663 -0.205 -8.883
C -6.219 4.555 -0.386
O -5.816 4.978 0.687
N -7.387 4.962 -0.941
N -5.531 3.642 -1.115
H -7.734 4.627 -1.821
H -7.926 5.641 -0.429
H -4.658 3.316 -0.733
H -5.842 3.280 -1.998
```

Computed properties:
Charge   +1
2S+1   1
Orbital gap   6.290 eV
F_max   5.872 eV/A